# 1
C27H22Cl4I2N2O3SiTi | ωB97M-V with the def2-TZVPD basis set

Values from the calculation:
Net charge = -1
Calculated total energy = -4952.6752 Eh
HOMO-LUMO gap (spin up / spin down) = 5.89 / 5.92 eV
<S²> = 0.7533
Highest occupied orbital energy (spin up / spin down) = -4.0 / -4.0 eV
2S+1 = 2

```
62
C27H22Cl4I2N2O3SiTi, DFT ωB97M-V with the def2-TZVPD basis set
Ti -0.210 -0.673 -0.197
I 0.405 5.955 -4.147
C 0.319 4.370 -2.828
C -0.282 4.534 -1.589
C -0.351 3.465 -0.693
I -1.264 3.787 1.125
C 0.213 2.241 -1.026
O 0.206 1.212 -0.213
C 0.781 2.073 -2.287
C 1.295 0.718 -2.698
N 0.305 -0.364 -2.497
C -0.971 -0.211 -3.212
C -2.097 0.221 -2.312
C -3.212 0.874 -2.806
C -4.313 1.064 -1.999
C -4.277 0.563 -0.719
C -3.125 -0.044 -0.255
N -2.028 -0.180 -1.025
C 0.842 3.137 -3.181
H -0.709 5.486 -1.306
H 2.169 0.435 -2.116
H 1.586 0.764 -3.751
H 0.728 -1.252 -2.731
H -1.230 -1.191 -3.608
H -0.893 0.471 -4.060
H -3.196 1.214 -3.835
H -5.191 1.579 -2.372
H -5.122 0.642 -0.046
H -3.059 -0.445 0.745
H 1.287 2.981 -4.157
Cl 4.505 -5.504 -1.099
C 2.986 -4.666 -0.998
C 1.803 -5.307 -1.335
Cl 1.821 -6.961 -1.871
C 0.583 -4.614 -1.253
Cl -0.919 -5.371 -1.681
C 0.553 -3.308 -0.810
O -0.557 -2.551 -0.695
C 1.758 -2.653 -0.501
O 1.668 -1.364 -0.171
C 2.961 -3.328 -0.583
Cl 4.392 -2.441 -0.181
C 0.428 -2.408 2.993
Si -0.365 -0.848 2.423
C -2.008 -0.734 3.279
C 0.656 0.492 3.229
C 1.959 0.762 2.784
C 2.721 1.788 3.332
C 2.193 2.592 4.339
C 0.899 2.358 4.788
C 0.144 1.321 4.236
H 0.491 -2.412 4.090
H 1.439 -2.488 2.581
H -0.138 -3.288 2.663
H -1.887 -0.800 4.373
H -2.650 -1.567 2.961
H -2.530 0.204 3.043
H 2.377 0.163 1.974
H 3.725 1.964 2.961
H 2.782 3.400 4.759
H 0.472 2.980 5.568
H -0.867 1.164 4.600
```

Charge distribution, Mulliken scheme, values in e: number 1, Ti, carries 0.197; number 2, I, carries 0.035; number 3, C, carries -0.507; number 4, C, carries -0.252; number 5, C, carries -0.594; number 6, I, carries 0.026; number 7, C, carries 0.098; number 8, O, carries 0.182; number 9, C, carries 0.896; number 10, C, carries -1.242; number 11, N, carries -0.200; number 12, C, carries -1.106; number 13, C, carries 0.964; number 14, C, carries -1.096; number 15, C, carries -0.438; number 16, C, carries -0.889; number 17, C, carries -0.406; number 18, N, carries 0.675; number 19, C, carries -0.626; number 20, H, carries 0.363; number 21, H, carries 0.369; number 22, H, carries 0.410; number 23, H, carries 0.328; number 24, H, carries 0.501; number 25, H, carries 0.438; number 26, H, carries 0.467; number 27, H, carries 0.411; number 28, H, carries 0.435; number 29, H, carries 0.329; number 30, H, carries 0.386; number 31, Cl, carries -0.233; number 32, C, carries 0.379; number 33, C, carries 0.361; number 34, Cl, carries -0.234; number 35, C, carries 0.144; number 36, Cl, carries -0.235; number 37, C, carries 0.031; number 38, O, carries -0.560; number 39, C, carries -0.147; number 40, O, carries -0.376; number 41, C, carries 0.245; number 42, Cl, carries -0.224; number 43, C, carries -1.409; number 44, Si, carries 0.908; number 45, C, carries -1.483; number 46, C, carries 0.373; number 47, C, carries -0.284; number 48, C, carries -0.699; number 49, C, carries -0.421; number 50, C, carries -0.644; number 51, C, carries -0.168; number 52, H, carries 0.367; number 53, H, carries 0.245; number 54, H, carries 0.347; number 55, H, carries 0.399; number 56, H, carries 0.343; number 57, H, carries 0.314; number 58, H, carries 0.236; number 59, H, carries 0.385; number 60, H, carries 0.351; number 61, H, carries 0.353; number 62, H, carries 0.183


# 2
C4H9NO3 | ωB97M-V with the def2-TZVPD basis set

Values from the calculation:
Calculated total energy = -438.2810 Eh
HOMO-LUMO gap = 10.28 eV
Structure (SMILES) = O=CCCNC=O.O
Highest occupied orbital energy = -9.5 eV

```
17
C4H9NO3, DFT ωB97M-V with the def2-TZVPD basis set
O 1.622 -1.579 -2.640
C 1.509 -2.011 -1.529
C 1.299 -1.067 -0.349
C -0.236 -0.752 -0.337
N -0.540 0.314 0.580
C -0.996 0.078 1.846
O -1.413 0.961 2.565
H 1.479 -3.092 -1.311
H 1.566 -1.543 0.596
H 1.898 -0.173 -0.493
H -0.456 -0.431 -1.354
H -0.759 -1.687 -0.150
H -0.629 1.265 0.302
H -0.914 -0.981 2.132
O -0.861 3.345 0.093
H -1.571 3.429 0.699
H -0.997 3.924 -0.648
```

Charge distribution, natural (NBO) scheme, values in e: number 1, O, carries -0.513; number 2, C, carries 0.439; number 3, C, carries -0.510; number 4, C, carries -0.211; number 5, N, carries -0.632; number 6, C, carries 0.535; number 7, O, carries -0.613; number 8, H, carries 0.107; number 9, H, carries 0.207; number 10, H, carries 0.233; number 11, H, carries 0.217; number 12, H, carries 0.200; number 13, H, carries 0.432; number 14, H, carries 0.100; number 15, O, carries -0.954; number 16, H, carries 0.485; number 17, H, carries 0.479


# 3
C4H5NS | ωB97M-V with the def2-TZVPD basis set

Values from the calculation:
Calculated total energy = -608.1196 Eh
HOMO-LUMO gap (spin up / spin down) = 7.10 / 7.10 eV
Highest occupied orbital energy (spin up / spin down) = -7.9 / -7.9 eV

```
11
C4H5NS, DFT ωB97M-V with the def2-TZVPD basis set
C 1.195 0.999 0.333
C -0.919 0.226 -0.828
C 0.047 -0.829 1.222
C -0.108 0.325 0.459
N 0.058 -0.571 -1.546
S 1.352 -0.475 -0.586
H 1.240 1.916 -0.242
H -1.855 -0.324 -0.736
H -1.106 1.197 -1.302
H 0.801 -0.859 1.990
H -0.705 -1.606 1.234
```

Charge distribution, natural (NBO) scheme, values in e: number 1, C, carries -0.721; number 2, C, carries -0.313; number 3, C, carries -0.420; number 4, C, carries 0.024; number 5, N, carries -0.770; number 6, S, carries 1.106; number 7, H, carries 0.217; number 8, H, carries 0.212; number 9, H, carries 0.218; number 10, H, carries 0.236; number 11, H, carries 0.212


# 4
C23H15Cl2IN6O7S2Zr | ωB97M-V with the def2-TZVPD basis set

Values from the calculation:
Net charge = -2
Calculated total energy = -3802.5922 Eh
HOMO-LUMO gap = 6.73 eV
Highest occupied orbital energy = -3.1 eV

```
57
C23H15Cl2IN6O7S2Zr, DFT ωB97M-V with the def2-TZVPD basis set
Zr -1.329 1.170 0.139
Cl -6.034 -4.394 0.272
C -4.602 -3.374 0.285
C -3.376 -3.945 0.424
C -2.211 -3.155 0.488
I -0.375 -4.131 0.640
C -2.241 -1.762 0.454
O -1.240 -0.986 0.623
C -3.550 -1.201 0.151
N -3.564 0.124 -0.128
C -4.690 0.738 -0.363
C -5.920 0.061 -0.341
C -5.938 -1.285 -0.112
C -4.725 -1.972 0.119
H -3.294 -5.022 0.490
H -4.616 1.799 -0.572
H -6.837 0.612 -0.508
H -6.868 -1.838 -0.116
O -2.364 4.791 0.126
S -1.500 3.807 -0.462
O -0.650 4.272 -1.525
O -0.676 3.071 0.602
O -2.330 2.581 -0.937
C 5.200 -3.120 2.922
C 4.228 -2.017 2.583
C 4.571 -0.683 2.771
C 3.674 0.334 2.463
C 2.425 0.010 1.964
C 2.057 -1.316 1.772
C 2.959 -2.316 2.085
S 1.280 1.288 1.498
O 1.915 2.518 1.877
O 0.002 0.923 2.111
N 0.980 1.019 -0.047
C 1.724 1.729 -1.025
C 3.025 2.215 -0.826
C 3.653 2.855 -1.871
C 2.994 3.005 -3.085
C 1.719 2.480 -3.185
N 1.106 1.849 -2.184
H 6.232 -2.780 2.830
H 5.063 -3.978 2.262
H 5.057 -3.470 3.948
H 5.553 -0.436 3.162
H 3.929 1.377 2.607
H 1.072 -1.542 1.377
H 2.673 -3.354 1.940
H 3.516 2.107 0.128
H 4.659 3.240 -1.738
H 3.451 3.507 -3.927
H 1.160 2.557 -4.111
Cl -2.826 1.592 2.112
N -1.474 0.048 -1.824
C -1.052 -0.084 -2.905
N -0.659 -0.447 -4.055
C -0.533 0.220 -5.167
N -0.404 0.713 -6.212
```

Charge distribution, natural (NBO) scheme, values in e: number 1, Zr, carries 2.113; number 2, Cl, carries -0.063; number 3, C, carries -0.064; number 4, C, carries -0.232; number 5, C, carries -0.254; number 6, I, carries 0.096; number 7, C, carries 0.366; number 8, O, carries -0.740; number 9, C, carries 0.199; number 10, N, carries -0.430; number 11, C, carries 0.087; number 12, C, carries -0.253; number 13, C, carries -0.151; number 14, C, carries -0.129; number 15, H, carries 0.224; number 16, H, carries 0.234; number 17, H, carries 0.209; number 18, H, carries 0.214; number 19, O, carries -0.975; number 20, S, carries 2.585; number 21, O, carries -0.975; number 22, O, carries -1.030; number 23, O, carries -1.034; number 24, C, carries -0.623; number 25, C, carries -0.022; number 26, C, carries -0.253; number 27, C, carries -0.127; number 28, C, carries -0.350; number 29, C, carries -0.158; number 30, C, carries -0.214; number 31, S, carries 2.341; number 32, O, carries -0.935; number 33, O, carries -0.933; number 34, N, carries -0.997; number 35, C, carries 0.396; number 36, C, carries -0.288; number 37, C, carries -0.170; number 38, C, carries -0.306; number 39, C, carries 0.074; number 40, N, carries -0.436; number 41, H, carries 0.206; number 42, H, carries 0.212; number 43, H, carries 0.210; number 44, H, carries 0.195; number 45, H, carries 0.228; number 46, H, carries 0.268; number 47, H, carries 0.205; number 48, H, carries 0.218; number 49, H, carries 0.194; number 50, H, carries 0.201; number 51, H, carries 0.203; number 52, Cl, carries -0.556; number 53, N, carries -0.678; number 54, C, carries 0.671; number 55, N, carries -0.698; number 56, C, carries 0.467; number 57, N, carries -0.541